(one)
CH5PS | the ωB97M-V functional and the def2-TZVPD basis

Properties
charge = 0
orbital gap = 9.530 eV
SMILES string = PCS
HOMO level = -9.2 eV

Element x y z (Å)
C  0.29179  0.58323  0.35544
P  -0.76959  -0.81671  0.14527
S  2.34544  -0.22298  0.01632
H  0.56054  1.18637  1.13778
H  0.12195  1.06468  -0.56908
H  -0.58589  -0.64964  -1.18770
H  -1.86270  -0.03093  0.35244
H  1.85482  -1.37089  -0.12944

=====

(two)
CH5PS | the ωB97M-V functional and the def2-TZVPD basis

Properties
charge = 0
orbital gap = 8.402 eV
SMILES string = C[PH2]=S
HOMO level = -8.5 eV

Element x y z (Å)
C  -1.08660  -0.44650  -0.32750
P  0.80292  0.25066  0.19515
S  2.81893  -0.04826  -0.27170
H  -1.56375  -1.15659  0.40977
H  -0.81386  -1.00012  -1.26735
H  -1.68358  0.52094  -0.54479
H  0.84054  0.15730  1.59226
H  0.68541  1.72257  0.21415

=====

Most stable = (two)

=====

(one)
CH5PS | the ωB97M-V functional and the def2-TZVPD basis

Properties
charge = 0
orbital gap = 9.877 eV
SMILES string = C[PH2]=S
HOMO level = -8.9 eV

Element x y z (Å)
C  -0.13177  -1.04983  0.34214
P  0.08630  0.86752  -0.29135
S  1.22369  1.77237  0.92024
H  0.37147  -1.64056  -0.31316
H  0.38310  -1.01125  1.20999
H  -1.18007  -1.28933  0.47300
H  -1.03979  1.50672  -0.70854
H  0.28708  0.84436  -1.63231

=====

(two)
CH5PS | the ωB97M-V functional and the def2-TZVPD basis

Properties
charge = 0
orbital gap = 9.787 eV
SMILES string = CSP
HOMO level = -8.8 eV

Element x y z (Å)
C  -1.09931  -0.51032  0.22555
P  2.00795  0.44865  -0.04165
S  0.61536  -1.09420  0.09988
H  -1.62616  -1.27324  0.76821
H  1.05106  1.29472  0.48500
H  -1.33840  0.49915  0.69727
H  1.90037  0.84645  -1.50428
H  -1.51088  -0.21122  -0.72999

=====

(three)
CH5PS | the ωB97M-V functional and the def2-TZVPD basis

Properties
charge = 0
orbital gap (spin up / spin down) = 7.780 / 7.790 eV
HOMO level (spin up / spin down) = -8.8 / -8.8 eV

Element x y z (Å)
C  -1.65853  -0.45700  -0.18756
P  1.68954  0.51929  0.76379
S  0.90368  -0.99615  -0.45968
H  -1.95346  -0.59252  -1.31342
H  -1.46342  0.52223  0.05710
H  -2.08763  -1.09085  0.57427
H  2.69147  -0.35257  1.42049
H  2.72702  1.07572  -0.00573

=====

Most stable = (two)

=====

(one)
C5H14S | the ωB97M-V functional and the def2-TZVPD basis

Properties
charge = 0
orbital gap = 9.384 eV
SMILES string = CCSC.CC
HOMO level = -8.4 eV

Element x y z (Å)
C  -2.04297  -0.21870  0.01910
C  -3.08380  -1.29500  -0.14711
H  -2.55391  0.72733  0.26238
H  -1.36697  -0.45825  0.90692
H  -1.54963  0.12645  -0.82609
H  -3.98295  -0.83458  -0.61207
H  -3.45451  -1.76088  0.81616
H  -2.71607  -1.91560  -0.92455
C  1.21943  1.01486  0.39672
C  1.92365  1.88614  1.30593
C  1.90436  -1.22790  -1.46143
S  2.39020  0.36939  -0.95434
H  0.75330  0.10348  0.79715
H  0.32842  1.63273  0.28299
H  2.22534  2.88872  0.99453
H  2.83039  1.50364  1.58280
H  1.43924  -1.73015  -0.62964
H  1.33757  -1.15669  -2.44323
H  2.86190  -1.74889  -1.70825
H  1.53699  2.09391  2.34200

=====

(two)
C5H14S | the ωB97M-V functional and the def2-TZVPD basis

Properties
charge = 0
orbital gap = 9.544 eV
SMILES string = CCC.CSC
HOMO level = -8.5 eV

Element x y z (Å)
C  2.09843  -0.16947  3.43687
C  1.57096  -0.72815  0.75189
S  1.06423  0.40247  2.06753
H  1.97691  -1.23239  3.63207
H  3.14776  0.03776  3.22128
H  1.74421  0.41000  4.28974
H  1.25120  -0.33074  -0.20552
H  1.11526  -1.69638  0.91898
H  2.66208  -0.79301  0.72343
C  -1.43428  0.04168  -2.62813
C  -2.54567  -0.16843  -1.57300
C  -1.94109  0.51811  -3.98535
H  -0.70784  0.73362  -2.21343
H  -0.91706  -0.91351  -2.74904
H  -2.35589  0.44294  -0.68081
H  -2.60622  1.37404  -3.86440
H  -1.08870  0.78825  -4.61794
H  -2.63023  -1.20197  -1.23842
H  -3.50178  0.21383  -1.93837
H  -2.48746  -0.28775  -4.47972

=====

(three)
C5H14S | the ωB97M-V functional and the def2-TZVPD basis

Properties
charge = 0
orbital gap = 9.375 eV
SMILES string = CCC.CSC
HOMO level = -8.3 eV

Element x y z (Å)
C  1.53059  0.13960  1.44303
C  3.30324  -1.36037  -0.16909
S  1.98460  -1.60830  0.99940
H  0.54605  0.16791  1.00648
H  1.47942  0.22901  2.52189
H  2.20102  0.80591  0.92773
H  4.14413  -1.97283  0.15113
H  3.64162  -0.33918  -0.33509
H  3.07932  -1.70500  -1.17605
C  -2.42388  0.85713  -0.71969
C  -2.71734  -0.26288  0.27478
C  -0.91692  0.95269  -1.10704
H  -2.96915  0.69577  -1.65544
H  -2.71079  1.83854  -0.35841
H  -3.57912  0.00593  0.89033
H  -0.88097  1.89242  -1.66074
H  -0.46161  1.07795  -0.13603
H  -1.89728  -0.33436  0.99606
H  -2.86931  -1.22074  -0.20896
H  -0.48360  0.14078  -1.68427

=====

Most stable = (two)